# C2H4LiMgO2

A structure of composition C2H4LiMgO2 (the ωB97M-V functional and the def2-TZVPD basis, OMol25).

CARTESIAN COORDINATES (ANGSTROEM)
O  -2.254  -1.101  -2.222
C  -0.195  2.187  0.665
C  -0.068  1.024  1.313
O  -0.725  -0.122  1.041
H  -2.855  -0.700  -2.848
H  -0.920  2.340  -0.139
H  0.455  3.020  0.929
H  0.631  0.962  2.159
Li  -0.410  -1.414  2.316
Mg  -1.710  -0.476  -0.576

Computed properties:
total energy	-436.5401	Ha
M	91.30	g mol⁻¹
lowest unoccupied orbital energy	-5.010	eV
Kohn-Sham gap	8.2	eV
2S+1	1
ΔE to the lowest compared entry with this formula, charge and spin	0.0	kcal per mole
charge	+1
HOMO	-13.257	eV

natural (NBO) population analysis, charges in e, atoms 1 to 4: atom 1 (O): -1.39, atom 2 (C): -0.49, atom 3 (C): 0.11, atom 4 (O): -1.15


# C2H4N

The ion C2H4N with charge +1 (the ωB97M-V functional and the def2-TZVPD basis, OMol25).

CARTESIAN COORDINATES (ANGSTROEM)
C  0.012  1.906  -0.182
C  -0.004  0.733  -0.122
N  -0.008  -0.718  0.055
H  -0.014  2.933  -0.587
H  0.315  -0.839  1.074
H  0.551  -1.021  -0.795
H  -0.995  -1.033  -0.122

Computed properties:
⟨S²⟩	2.0068
total energy	-132.7309	Ha
M	42.06	g mol⁻¹
lowest unoccupied orbital energy (alpha / beta)	-4.641 / -9.453	eV
Kohn-Sham gap (alpha / beta)	5.4 / 7.4	eV
2S+1	3
ΔE to the lowest compared entry with this formula, charge and spin	70.4	kcal per mole
charge	+1
HOMO (alpha / beta)	-10.035 / -16.855	eV

natural (NBO) population analysis, charges in e, atoms 1 to 4: atom 1 (C): -0.03, atom 2 (C): 0.12, atom 3 (N): -0.78, atom 4 (H): 0.27


# C2H4N2

A cluster of 2 separate species, C2H4N2 in total (the ωB97M-V functional and the def2-TZVPD basis, OMol25).

CARTESIAN COORDINATES (ANGSTROEM)
C  0.525  -0.003  -0.338
C  -0.825  -0.006  0.372
N  1.761  0.397  0.168
N  1.608  -0.830  0.033
H  0.172  0.246  -2.090
H  -0.765  0.751  1.105
H  -0.811  -0.860  1.066
H  -1.666  0.306  -0.316

Computed properties:
total energy	-187.9202	Ha
M	56.07	g mol⁻¹
lowest unoccupied orbital energy (alpha / beta)	0.176 / 0.176	eV
Kohn-Sham gap (alpha / beta)	10.2 / 10.2	eV
2S+1	1
ΔE to the lowest compared entry with this formula, charge and spin	124.3	kcal per mole
HOMO (alpha / beta)	-9.983 / -9.982	eV

natural (NBO) population analysis, charges in e, atoms 1 to 4: atom 1 (C): 0.15, atom 2 (C): -0.70, atom 3 (N): -0.09, atom 4 (N): -0.08


# C2H4N2

A cluster of 2 separate species, C2H4N2 in total (the ωB97M-V functional and the def2-TZVPD basis, OMol25).

CARTESIAN COORDINATES (ANGSTROEM)
C  0.360  -0.309  0.035
C  1.577  0.231  -0.028
H  -0.382  0.153  0.689
H  0.136  -1.197  -0.509
H  1.770  1.171  0.490
H  2.391  -0.194  -0.612
N  -2.881  -0.449  0.143
N  -2.971  0.595  -0.207

Computed properties:
total energy	-188.1165	Ha
M	56.07	g mol⁻¹
lowest unoccupied orbital energy	1.422	eV
Kohn-Sham gap	11.6	eV
2S+1	1
ΔE to the lowest compared entry with this formula, charge and spin	1.1	kcal per mole
HOMO	-10.191	eV

natural (NBO) population analysis, charges in e, atoms 1 to 4: atom 1 (C): -0.39, atom 2 (C): -0.38, atom 3 (H): 0.19, atom 4 (H): 0.19


# C2H4N2

A cluster of 2 separate species, C2H4N2 in total (the ωB97M-V functional and the def2-TZVPD basis, OMol25).

CARTESIAN COORDINATES (ANGSTROEM)
C  2.731  0.106  -0.140
C  1.586  0.485  -0.126
N  -1.586  -0.043  -0.358
N  -0.776  0.909  0.085
H  3.828  -0.099  0.137
H  -2.169  -0.683  0.252
H  -2.075  0.178  -1.233
H  -0.306  0.630  1.018

Computed properties:
total energy	-187.8583	Ha
M	56.07	g mol⁻¹
lowest unoccupied orbital energy (alpha / beta)	-0.544 / -1.161	eV
Kohn-Sham gap (alpha / beta)	8.7 / 7.7	eV
2S+1	1
ΔE to the lowest compared entry with this formula, charge and spin	163.2	kcal per mole
HOMO (alpha / beta)	-9.287 / -8.848	eV

natural (NBO) population analysis, charges in e, atoms 1 to 4: atom 1 (C): -0.48, atom 2 (C): -0.15, atom 3 (N): -0.51, atom 4 (N): -0.25


# C2H4N2

A cluster of 2 separate species, C2H4N2 in total (the ωB97M-V functional and the def2-TZVPD basis, OMol25).

CARTESIAN COORDINATES (ANGSTROEM)
H  1.901  -0.747  1.070
N  2.530  -0.504  0.283
N  2.323  0.401  -0.519
H  1.385  0.837  -0.724
C  -1.843  0.483  0.294
C  -2.243  -0.479  -0.314
H  -1.512  1.378  0.733
H  -2.540  -1.369  -0.822

Computed properties:
total energy	-187.9502	Ha
M	56.07	g mol⁻¹
lowest unoccupied orbital energy	0.792	eV
Kohn-Sham gap	9.6	eV
2S+1	1
ΔE to the lowest compared entry with this formula, charge and spin	105.5	kcal per mole
HOMO	-8.816	eV

natural (NBO) population analysis, charges in e, atoms 1 to 4: atom 1 (H): 0.29, atom 2 (N): -0.29, atom 3 (N): -0.29, atom 4 (H): 0.29


# C2H4N2O

A cluster of 2 separate species, C2H4N2O in total (the ωB97M-V functional and the def2-TZVPD basis, OMol25).

CARTESIAN COORDINATES (ANGSTROEM)
C  1.598  -0.116  -0.332
C  -0.540  -0.382  0.563
N  2.362  0.555  0.662
N  2.934  -0.361  0.064
O  0.570  -0.934  -0.138
H  1.521  0.825  -1.794
H  -0.963  0.459  0.010
H  -0.240  -0.054  1.562
H  -1.269  -1.186  0.634

Computed properties:
total energy	-263.1681	Ha
M	72.07	g mol⁻¹
lowest unoccupied orbital energy	0.281	eV
Kohn-Sham gap	10.5	eV
2S+1	1
ΔE to the lowest compared entry with this formula, charge and spin	122.5	kcal per mole
HOMO	-10.171	eV

natural (NBO) population analysis, charges in e, atoms 1 to 4: atom 1 (C): 0.37, atom 2 (C): -0.26, atom 3 (N): -0.10, atom 4 (N): -0.07


# C2H4N2O

The molecule C2H4N2O (the ωB97M-V functional and the def2-TZVPD basis, OMol25).

CARTESIAN COORDINATES (ANGSTROEM)
C  0.142  0.219  -0.559
N  -1.144  -0.134  -0.945
C  0.734  -0.567  0.791
N  0.069  0.476  1.138
O  0.949  0.760  -1.291
H  -1.193  -0.415  -1.913
H  -1.662  -0.665  -0.263
H  0.391  1.157  1.833
H  1.714  -0.830  1.210

Computed properties:
total energy	-263.2466	Ha
M	72.07	g mol⁻¹
lowest unoccupied orbital energy	0.348	eV
Kohn-Sham gap	9.2	eV
2S+1	1
ΔE to the lowest compared entry with this formula, charge and spin	73.2	kcal per mole
HOMO	-8.812	eV

natural (NBO) population analysis, charges in e, atoms 1 to 4: atom 1 (C): 0.70, atom 2 (N): -0.85, atom 3 (C): 0.02, atom 4 (N): -0.57


# C2H4N2O

A cluster of 2 separate species, C2H4N2O in total (the ωB97M-V functional and the def2-TZVPD basis, OMol25).

CARTESIAN COORDINATES (ANGSTROEM)
N  -0.479  -0.519  1.778
C  -0.075  0.506  1.286
N  -0.244  0.580  -0.716
C  0.527  -0.345  -1.361
O  0.184  -1.037  -2.300
H  -0.438  -0.642  2.787
H  0.187  1.295  0.491
H  -1.215  0.565  -1.024
H  1.553  -0.403  -0.942

Computed properties:
total energy	-263.2253	Ha
M	72.07	g mol⁻¹
lowest unoccupied orbital energy	0.480	eV
Kohn-Sham gap	9.8	eV
2S+1	1
ΔE to the lowest compared entry with this formula, charge and spin	86.6	kcal per mole
HOMO	-9.285	eV

natural (NBO) population analysis, charges in e, atoms 1 to 4: atom 1 (N): -0.60, atom 2 (C): 0.28, atom 3 (N): -0.84, atom 4 (C): 0.51


# C2H4N2O

A structure of composition C2H4N2O (the ωB97M-V functional and the def2-TZVPD basis, OMol25).

CARTESIAN COORDINATES (ANGSTROEM)
N  -0.886  1.263  1.458
C  -0.510  0.837  0.328
N  0.186  -0.364  0.225
C  0.605  -0.878  -0.943
O  1.243  -2.015  -0.912
H  -1.376  2.148  1.358
H  -0.665  1.311  -0.646
H  0.382  -0.878  1.084
H  1.022  -1.424  -1.952

Computed properties:
total energy	-263.2451	Ha
M	72.07	g mol⁻¹
lowest unoccupied orbital energy	1.025	eV
Kohn-Sham gap	10.4	eV
2S+1	1
ΔE to the lowest compared entry with this formula, charge and spin	74.2	kcal per mole
HOMO	-9.395	eV

natural (NBO) population analysis, charges in e, atoms 1 to 4: atom 1 (N): -0.65, atom 2 (C): 0.28, atom 3 (N): -0.62, atom 4 (C): 0.25


# C2H4N2O

The molecule C2H4N2O (the ωB97M-V functional and the def2-TZVPD basis, OMol25).

CARTESIAN COORDINATES (ANGSTROEM)
H  -1.024  1.632  1.663
N  -0.527  0.776  1.421
C  -0.811  0.397  0.249
N  -0.216  -0.804  -0.252
C  1.027  -0.560  -0.900
O  2.087  -0.707  -0.352
H  -1.501  0.902  -0.434
H  0.014  -1.367  0.563
H  0.950  -0.268  -1.958

Computed properties:
total energy	-263.3324	Ha
M	72.07	g mol⁻¹
lowest unoccupied orbital energy	0.848	eV
Kohn-Sham gap	11.1	eV
2S+1	1
ΔE to the lowest compared entry with this formula, charge and spin	19.4	kcal per mole
HOMO	-10.271	eV

natural (NBO) population analysis, charges in e, atoms 1 to 4: atom 1 (H): 0.35, atom 2 (N): -0.62, atom 3 (C): 0.26, atom 4 (N): -0.69


# C2H4N2O

The molecule C2H4N2O (the ωB97M-V functional and the def2-TZVPD basis, OMol25).

CARTESIAN COORDINATES (ANGSTROEM)
H  -0.742  -2.649  -0.095
N  -0.793  -1.789  0.445
C  -0.094  -0.882  -0.097
N  -0.021  0.380  0.473
C  0.436  1.504  -0.173
O  0.320  2.625  0.260
H  0.497  -0.977  -1.015
H  -0.529  0.517  1.340
H  0.926  1.272  -1.137

Computed properties:
total energy	-263.3631	Ha
M	72.07	g mol⁻¹
lowest unoccupied orbital energy	0.863	eV
Kohn-Sham gap	11.1	eV
2S+1	1
ΔE to the lowest compared entry with this formula, charge and spin	0.1	kcal per mole
HOMO	-10.192	eV

natural (NBO) population analysis, charges in e, atoms 1 to 4: atom 1 (H): 0.35, atom 2 (N): -0.66, atom 3 (C): 0.28, atom 4 (N): -0.63